Record 1
DFT (ωB97M-V/def2-TZVPD) results for a 9-piece molecular cluster, C52H103Cl9N5O5 overall at a distorted geometry.

Net charge: 0
Total energy, Ha: -6834.16815
2S+1: 6
Lowest unoccupied orbital energy (alpha / beta), eV: 0.3 / -1.0
E_HOMO (alpha / beta), eV: -8.83 / -9.73

Each line ends with the Mulliken charge.
Geometry (Å):
C (11.1736, -4.7614, -4.7867)  -1.315
C (10.9164, -3.3471, -4.3263)  1.280
C (10.8846, -3.4082, -2.7525)  -0.582
C (10.8436, -2.0561, -2.0632)  -0.924
C (12.0976, -1.1878, -2.4574)  -1.044
C (12.1302, -0.9923, -4.0351)  1.176
N (11.8785, -2.3146, -4.7453)  0.852
O (12.4149, -2.4863, -6.0763)  -0.541
C (11.0404, 0.0802, -4.3318)  -1.651
C (13.5906, -0.5297, -4.2974)  -1.472
C (9.4434, -2.9439, -4.7781)  -1.711
H (12.1977, -5.0948, -4.6191)  -0.005
H (11.0205, -4.7478, -5.8658)  0.362
H (10.4791, -5.5371, -4.4640)  0.377
H (10.1712, -4.0552, -2.2422)  0.541
H (11.7214, -4.0096, -2.3972)  0.007
H (10.8682, -2.1233, -0.9755)  0.424
H (9.9440, -1.5404, -2.3992)  0.319
H (13.0422, -1.5792, -2.0797)  0.365
H (11.9612, -0.2457, -1.9264)  0.432
H (10.8952, 0.4601, -5.3430)  0.295
H (10.0651, -0.0790, -3.8717)  0.376
H (11.2735, 0.9290, -3.6889)  0.473
H (13.4742, -0.0202, -5.2539)  0.409
H (13.9155, 0.3133, -3.6876)  0.413
H (14.3879, -1.2729, -4.2841)  0.037
H (9.1384, -1.9436, -4.4705)  0.297
H (8.6950, -3.6736, -4.4690)  0.375
H (9.4437, -3.0670, -5.8611)  0.446
C (12.5063, -3.8619, -10.9445)  -1.876
C (13.1191, -5.2736, -10.6709)  2.231
C (12.2288, -6.2391, -11.4298)  -1.993
C (12.6679, -7.6751, -11.6202)  0.565
C (14.1404, -7.6388, -12.0925)  -1.952
C (15.1134, -6.7681, -11.2867)  1.641
N (14.4964, -5.4048, -11.1535)  0.519
O (15.4035, -4.3099, -10.8430)  -0.524
C (15.3774, -7.5304, -9.9756)  -1.136
C (16.3785, -6.8820, -12.1962)  -1.651
C (12.9147, -5.5920, -9.1692)  -1.508
H (12.6187, -3.5765, -11.9905)  0.483
H (13.1075, -3.0754, -10.4883)  0.418
H (11.5130, -3.7143, -10.5208)  0.335
H (11.2424, -6.3140, -10.9721)  0.355
H (11.9598, -5.8173, -12.3981)  0.485
H (11.8505, -8.0110, -12.2582)  0.465
H (12.5108, -8.1659, -10.6597)  -0.438
H (14.0260, -7.1221, -13.0454)  0.542
H (14.6416, -8.5071, -12.5203)  0.500
H (14.6173, -8.3046, -9.8707)  0.102
H (16.3191, -8.0756, -10.0384)  0.524
H (15.3582, -6.9322, -9.0646)  -0.072
H (17.2430, -6.4191, -11.7203)  0.414
H (16.6890, -7.9264, -12.1695)  0.411
H (16.1208, -6.6622, -13.2322)  0.390
H (11.8653, -5.4757, -8.8984)  0.464
H (13.5511, -4.9672, -8.5425)  0.358
H (13.0762, -6.6353, -8.8981)  -0.068
C (18.0265, -14.6501, -9.5784)  -1.824
C (18.6268, -13.6305, -10.5346)  1.646
C (17.4286, -12.9470, -11.0851)  -1.421
C (16.8231, -11.8408, -10.1592)  -0.471
C (18.0297, -11.0101, -9.7396)  -1.645
C (19.3623, -11.6626, -9.1648)  2.135
N (19.7285, -12.6189, -10.1407)  0.475
O (21.1013, -13.1111, -10.2811)  -0.514
C (20.2897, -10.4220, -9.1056)  -1.898
C (19.1672, -12.2584, -7.7710)  -1.811
C (19.0557, -14.4620, -11.7472)  -1.730
H (17.7344, -15.5888, -10.0491)  0.402
H (17.1372, -14.3272, -9.0372)  0.272
H (18.8234, -14.9528, -8.8992)  0.445
H (17.6813, -12.4438, -12.0184)  0.426
H (16.5799, -13.5903, -11.3176)  0.413
H (16.2485, -12.3559, -9.3895)  0.096
H (16.1129, -11.1881, -10.6669)  0.362
H (17.6123, -10.1961, -9.1469)  0.616
H (18.3409, -10.5926, -10.6971)  0.415
H (20.4719, -10.0670, -10.1199)  0.453
H (19.9555, -9.5665, -8.5186)  0.327
H (21.2177, -10.7745, -8.6554)  0.436
H (19.9940, -12.8872, -7.4406)  0.477
H (19.2169, -11.5481, -6.9456)  0.297
H (18.2955, -12.9079, -7.6907)  0.327
H (19.3211, -13.7156, -12.4958)  0.475
H (18.1964, -15.0276, -12.1077)  0.404
H (19.8142, -15.1553, -11.3835)  0.380
C (10.6569, -10.6131, -10.0315)  -1.755
C (9.5534, -10.4551, -9.0171)  1.993
C (9.7360, -9.0060, -8.5955)  -0.633
C (8.5964, -8.3920, -7.8162)  -0.793
C (7.2770, -8.3783, -8.6468)  -1.340
C (6.9934, -9.8852, -9.0821)  1.497
N (8.1944, -10.5878, -9.6625)  0.266
O (7.9474, -11.9439, -10.2858)  -0.456
C (6.2836, -10.6601, -7.9317)  -1.763
C (5.8435, -9.6311, -10.0912)  -1.697
C (9.8052, -11.4200, -7.8438)  -1.239
H (11.6416, -10.3581, -9.6398)  0.223
H (10.5459, -10.0782, -10.9747)  0.442
H (10.8274, -11.6356, -10.3684)  0.483
H (10.6050, -8.8476, -7.9569)  0.074
H (9.9195, -8.4331, -9.5045)  0.149
H (8.8761, -7.3824, -7.5150)  0.424
H (8.3574, -8.9777, -6.9285)  0.194
H (7.4692, -7.8504, -9.5809)  0.418
H (6.4717, -7.7966, -8.1980)  0.426
H (6.8871, -10.7301, -7.0267)  0.323
H (5.3238, -10.2293, -7.6466)  0.438
H (6.1101, -11.6895, -8.2453)  0.404
H (5.6546, -10.5654, -10.6200)  0.416
H (4.8874, -9.4070, -9.6182)  0.400
H (6.0082, -8.7445, -10.7036)  0.398
H (9.9866, -12.4824, -8.0066)  0.348
H (8.8529, -11.5991, -7.3448)  0.255
H (10.5075, -10.9215, -7.1756)  0.129
C (14.9060, -10.2506, -0.8040)  -1.517
C (16.1568, -9.5084, -1.4457)  1.458
C (17.0326, -9.4234, -0.1587)  -1.467
C (18.4740, -8.9491, -0.5182)  -0.678
C (19.0208, -9.8393, -1.6767)  -1.379
C (18.1554, -9.9088, -2.9869)  1.904
N (16.7748, -10.2378, -2.5762)  0.293
O (15.8001, -10.4759, -3.7658)  -0.380
C (18.4207, -8.6229, -3.8170)  -1.546
C (18.8987, -10.9553, -3.7872)  -2.015
C (15.6721, -8.0068, -1.7288)  -0.820
H (14.6598, -9.9470, 0.2134)  0.362
H (14.9614, -11.3346, -0.9043)  0.427
H (14.1334, -10.1117, -1.5602)  0.215
H (16.5526, -8.7284, 0.5303)  0.575
H (17.1748, -10.4109, 0.2804)  0.384
H (19.1268, -9.0164, 0.3521)  0.422
H (18.4601, -7.9082, -0.8413)  0.253
H (19.2945, -10.8247, -1.2998)  0.467
H (19.9842, -9.3757, -1.8890)  0.453
H (17.9550, -8.5598, -4.8005)  0.327
H (18.1478, -7.6957, -3.3131)  0.239
H (19.4751, -8.4986, -4.0639)  0.433
H (18.4967, -11.2706, -4.7500)  0.264
H (19.9752, -10.8288, -3.9020)  0.440
H (18.9181, -11.8684, -3.1921)  0.506
H (15.0682, -8.0011, -2.6362)  -0.188
H (16.5619, -7.4128, -1.9374)  0.053
H (15.2736, -7.3760, -0.9342)  0.485
Cl (8.5539, -8.3568, -3.0119)  -0.139
C (8.7084, -9.3253, -1.5035)  -0.446
C (9.6510, -8.5752, -0.6332)  -0.668
Cl (11.3217, -8.5941, -1.3234)  -0.031
H (9.0856, -10.3329, -1.6786)  0.300
H (7.7110, -9.3881, -1.0684)  0.333
H (9.6630, -8.9827, 0.3776)  0.325
H (9.3915, -7.5183, -0.5728)  0.314
Cl (17.3348, -4.8210, -2.8135)  -0.193
C (16.1141, -3.9422, -3.8202)  -0.534
C (14.6854, -4.4057, -3.6983)  1.354
Cl (14.1508, -4.7602, -2.0850)  -0.192
H (16.3316, -3.9929, -4.8870)  0.363
H (16.2268, -2.8624, -3.7239)  0.400
H (14.6562, -5.3683, -4.2088)  -0.488
H (14.0068, -3.6472, -4.0887)  -0.716
Cl (14.4385, -14.5543, -6.7500)  -0.221
C (13.1348, -13.3155, -6.9879)  0.047
C (12.3420, -13.2748, -5.6556)  -0.399
Cl (13.3841, -13.3487, -4.1916)  -0.169
H (12.3619, -13.6415, -7.6839)  0.247
H (13.6600, -12.4408, -7.3715)  -0.093
H (11.7787, -14.2035, -5.7470)  0.478
H (11.6581, -12.4344, -5.5372)  0.101
C (13.5968, -8.6302, -5.6057)  0.428
Cl (13.2231, -9.9845, -6.7038)  0.208
Cl (11.9771, -8.2843, -4.8144)  0.003
Cl (14.3620, -7.3328, -6.4730)  0.023
H (14.1587, -8.9135, -4.7157)  -0.590

Record 2
DFT (ωB97M-V/def2-TZVPD) results for a 13-piece molecular cluster, C52H104O13 overall at a distorted geometry.

Net charge: 0
Total energy, Ha: -3021.52428
2S+1: 1
Lowest unoccupied orbital energy, eV: 0.4
Energy relative to the best compared isomer or geometry (same formula, charge and spin), eV: 2.378
E_HOMO, eV: -9.24

Each line ends with the Mulliken charge.
Geometry (Å):
C (4.7102, -3.0165, -2.6551)  -0.756
C (3.9846, -1.6338, -2.5372)  0.141
C (4.7538, -1.1199, -1.2688)  1.142
O (4.9375, -2.3620, -0.4911)  -0.443
C (4.6973, -3.5231, -1.2214)  -0.106
H (5.7028, -2.8761, -3.0831)  0.319
H (4.1976, -3.7020, -3.3299)  0.395
H (2.9158, -1.6623, -2.3250)  -0.217
H (4.1337, -1.1015, -3.4766)  0.306
H (4.0996, -0.4751, -0.6820)  -1.019
H (5.7076, -0.6444, -1.4976)  0.240
H (3.7284, -3.9033, -0.8975)  -0.070
H (5.5503, -4.1972, -1.1431)  0.328
C (-5.4058, 0.9633, -0.9252)  1.233
C (-6.5696, 0.3452, -1.6815)  -0.642
C (-7.6907, 0.1436, -0.6425)  -0.586
O (-7.0260, 0.1988, 0.5831)  -0.411
C (-5.9596, 1.1092, 0.4978)  -0.350
H (-5.0384, 1.8904, -1.3652)  0.531
H (-4.6411, 0.1905, -0.8472)  -1.078
H (-6.3442, -0.6284, -2.1165)  0.091
H (-6.8997, 1.0088, -2.4808)  0.422
H (-8.2928, -0.7597, -0.7405)  0.312
H (-8.4098, 0.9608, -0.5859)  0.302
H (-5.2207, 0.8066, 1.2398)  -0.037
H (-6.3225, 2.0861, 0.8173)  0.279
C (4.1413, -0.7594, 2.4195)  1.202
C (3.7455, 0.4858, 3.1940)  0.995
C (4.9670, 0.7369, 4.0513)  -0.568
O (5.3916, -0.5892, 4.3813)  -0.508
C (4.8617, -1.5916, 3.5318)  -0.727
H (4.8150, -0.5125, 1.5990)  -0.412
H (3.2606, -1.2134, 1.9652)  -0.517
H (2.8680, 0.3047, 3.8147)  -0.088
H (3.5731, 1.3347, 2.5324)  -0.757
H (4.7989, 1.3396, 4.9439)  0.298
H (5.8048, 1.1247, 3.4719)  0.228
H (4.1750, -2.2181, 4.1010)  0.473
H (5.6806, -2.0865, 3.0097)  0.343
C (-2.1820, 3.5805, 0.1291)  1.428
C (-1.2656, 4.3197, -0.7708)  0.333
C (-0.9101, 5.5837, -0.0241)  -0.616
O (-1.6079, 5.4695, 1.2422)  -0.452
C (-2.6458, 4.5940, 1.1099)  -0.556
H (-1.4717, 2.8382, 0.4932)  -0.853
H (-3.0381, 3.0586, -0.2986)  -0.417
H (-1.8811, 4.5457, -1.6415)  0.383
H (-0.4397, 3.7153, -1.1461)  -0.524
H (-1.2849, 6.4762, -0.5252)  0.240
H (0.1409, 5.8313, 0.1248)  0.345
H (-3.5261, 5.1519, 0.7905)  0.338
H (-2.8620, 4.2396, 2.1178)  0.253
C (-3.6387, -3.8235, 0.7463)  -0.283
C (-4.5712, -3.0365, -0.1777)  -0.337
C (-3.7405, -2.8643, -1.4745)  0.282
O (-3.0093, -4.0786, -1.5518)  -0.485
C (-2.8019, -4.6397, -0.2901)  0.195
H (-4.1712, -4.4147, 1.4913)  0.488
H (-2.9391, -3.2129, 1.3171)  -0.283
H (-4.9699, -2.0698, 0.1303)  0.051
H (-5.4735, -3.6315, -0.3191)  0.346
H (-3.1133, -1.9803, -1.3593)  -0.359
H (-4.4101, -2.6736, -2.3132)  0.527
H (-1.7411, -4.5590, -0.0527)  -0.390
H (-3.0000, -5.7101, -0.3460)  0.301
C (0.1788, -3.6186, -2.7821)  1.639
C (0.5045, -5.0266, -2.1701)  0.027
C (0.9650, -5.8103, -3.3850)  -0.630
O (0.8177, -4.9679, -4.5581)  -0.508
C (0.9335, -3.6169, -4.1013)  -0.096
H (0.4500, -2.7970, -2.1190)  -0.816
H (-0.9013, -3.5517, -2.9121)  -0.420
H (-0.3437, -5.5140, -1.6893)  0.309
H (1.3678, -4.9273, -1.5121)  -0.356
H (0.3963, -6.7187, -3.5839)  0.271
H (2.0316, -6.0153, -3.2928)  0.320
H (0.4918, -3.0417, -4.9150)  0.203
H (1.9831, -3.3602, -3.9572)  0.002
C (1.5564, -3.7796, 1.4591)  0.270
C (0.6631, -2.7678, 2.1682)  1.330
C (0.2593, -3.6257, 3.2597)  -0.576
O (1.4040, -4.1700, 3.7867)  -0.488
C (2.3639, -4.3237, 2.6690)  -0.554
H (2.1913, -3.2939, 0.7181)  -0.452
H (0.8801, -4.4578, 0.9389)  0.374
H (-0.1866, -2.3463, 1.6312)  -0.538
H (1.2340, -1.9283, 2.5650)  -0.701
H (-0.4704, -4.3830, 2.9731)  0.317
H (-0.1633, -2.9983, 4.0446)  0.364
H (2.5037, -5.3868, 2.4732)  0.422
H (3.3056, -3.8415, 2.9312)  0.048
C (2.0937, 1.3456, -4.1851)  0.766
C (1.7845, 2.8216, -3.9375)  -0.222
C (0.3493, 2.8983, -4.2739)  0.330
O (0.2509, 2.0802, -5.4185)  -0.556
C (1.0107, 0.8609, -5.2199)  -0.140
H (2.0085, 0.8681, -3.2090)  -1.027
H (3.0611, 1.2559, -4.6794)  0.504
H (2.3144, 3.5526, -4.5482)  0.293
H (1.9075, 3.2073, -2.9254)  -0.181
H (0.0530, 3.9168, -4.5245)  0.541
H (-0.3383, 2.6195, -3.4754)  -0.532
H (1.4660, 0.4650, -6.1277)  0.379
H (0.3530, 0.1565, -4.7106)  -0.097
C (-0.1116, 0.2657, -1.1493)  0.549
C (1.2289, 0.1550, -0.3708)  1.878
C (0.8716, 0.6630, 0.9791)  -0.079
O (-0.4932, 0.1787, 1.1304)  0.182
C (-1.1285, -0.1171, -0.1252)  1.502
H (-0.1172, -0.3692, -2.0353)  0.268
H (-0.3347, 1.2408, -1.5822)  -0.809
H (2.0132, 0.7384, -0.8533)  -0.052
H (1.5245, -0.8790, -0.1932)  -1.295
H (0.8866, 1.7528, 0.9926)  0.348
H (1.4655, 0.2633, 1.8011)  -0.981
H (-2.0887, 0.3785, -0.2684)  -0.424
H (-1.2735, -1.1917, -0.2363)  -1.180
C (4.4671, 2.8438, -1.0081)  -0.241
C (3.3975, 3.1660, 0.0053)  1.601
C (4.1827, 3.9260, 1.1188)  -0.619
O (5.3475, 3.0926, 1.1355)  -0.435
C (5.7275, 2.7153, -0.2201)  -0.502
H (4.5369, 3.6468, -1.7419)  0.450
H (4.3608, 1.9261, -1.5866)  -0.176
H (3.0521, 2.2813, 0.5403)  -1.549
H (2.5190, 3.6862, -0.3762)  0.421
H (3.6986, 3.9593, 2.0948)  0.129
H (4.4375, 4.9605, 0.8884)  0.360
H (6.1328, 1.7038, -0.1949)  0.238
H (6.5254, 3.3245, -0.6447)  0.259
C (1.2827, 2.8730, 5.2686)  -0.623
C (0.7387, 2.8300, 3.8697)  2.186
C (0.9964, 4.2597, 3.4208)  -0.512
O (2.2796, 4.6005, 4.0175)  -0.537
C (2.3063, 3.9732, 5.3153)  -0.540
H (1.7279, 1.9332, 5.5951)  0.382
H (0.5972, 3.1248, 6.0778)  0.274
H (-0.3042, 2.5428, 3.7362)  -0.453
H (1.3463, 2.1381, 3.2864)  -1.314
H (0.2521, 4.9423, 3.8310)  0.413
H (0.9778, 4.5132, 2.3609)  0.060
H (2.0079, 4.7910, 5.9712)  0.343
H (3.2934, 3.7036, 5.6910)  0.281
C (-3.1376, 1.3027, 4.1174)  0.489
C (-2.5135, -0.0764, 3.9772)  1.035
C (-2.6922, -0.7662, 5.3491)  -0.516
O (-3.4949, 0.1456, 6.1611)  -0.501
C (-4.0991, 1.1572, 5.3225)  -0.633
H (-3.6255, 1.6144, 3.1939)  0.002
H (-2.3164, 1.9956, 4.3005)  -0.288
H (-1.4384, -0.0284, 3.8044)  -0.607
H (-2.9587, -0.6930, 3.1963)  -0.135
H (-1.7429, -0.9741, 5.8429)  0.330
H (-3.2778, -1.6710, 5.1864)  0.307
H (-4.2730, 1.9867, 6.0079)  0.355
H (-5.0769, 0.7976, 5.0021)  0.244
C (-4.0554, 0.4131, -4.4249)  -0.278
C (-3.4504, -0.5137, -5.4877)  -0.842
C (-2.4754, -1.3173, -4.6264)  0.103
O (-1.9092, -0.2738, -3.8823)  -0.041
C (-2.7818, 0.7721, -3.7089)  0.454
H (-4.7748, -0.1059, -3.7916)  -0.177
H (-4.5626, 1.2737, -4.8610)  0.424
H (-2.9417, 0.0028, -6.3017)  0.323
H (-4.2006, -1.2130, -5.8567)  0.474
H (-1.8047, -1.9096, -5.2489)  0.149
H (-2.9654, -2.0050, -3.9371)  -0.107
H (-2.3633, 1.6538, -4.1942)  0.091
H (-2.9563, 0.9533, -2.6483)  -0.524

> Number 2 is which compound?

C52H104O13